No. 1
{
  "formula": "C21H19NO5",
  "method": "ωB97M-V/def2-TZVPD",
  "symbols": ["O", "C", "C", "C", "C", "C", "C", "C", "N", "C", "C", "C", "O", "C", "C", "C", "C", "C", "C", "O", "C", "C", "C", "C", "C", "O", "O", "H", "H", "H", "H", "H", "H", "H", "H", "H", "H", "H", "H", "H", "H", "H", "H", "H", "H", "H"],
  "positions_angstrom": [[-2.6801, -3.0638, 0.3744], [-2.4998, -1.8843, 0.1384], [-3.6025, -0.9422, -0.1981], [-4.5299, -1.3638, -1.1464], [-5.5911, -0.5495, -1.4944], [-5.7449, 0.6855, -0.8862], [-4.8391, 1.0982, 0.0760], [-3.7707, 0.2899, 0.4217], [-1.2379, -1.3820, 0.1174], [-0.0539, -2.1649, 0.3761], [0.7346, -1.4899, 1.5054], [2.1127, -2.1420, 1.6971], [2.8097, -2.3215, 0.4942], [3.4724, -1.2762, -0.0979], [3.7243, -0.0389, 0.4788], [4.4328, 0.9168, -0.2316], [4.8979, 0.6560, -1.5071], [4.6518, -0.5818, -2.0800], [3.9458, -1.5408, -1.3833], [0.9277, -0.1133, 1.2009], [-0.2695, 0.5468, 0.9306], [0.0322, 1.9577, 0.5578], [1.0235, 2.4790, -0.2196], [0.8016, 3.8765, -0.2386], [-0.3061, 4.0908, 0.5212], [-0.7799, 2.9334, 1.0098], [-0.9525, -0.0407, -0.1659], [-4.4041, -2.3335, -1.6038], [-6.3018, -0.8801, -2.2372], [-6.5746, 1.3223, -1.1556], [-4.9641, 2.0541, 0.5628], [-3.0852, 0.6201, 1.1868], [-0.3731, -3.1693, 0.6536], [0.5656, -2.1984, -0.5265], [0.1671, -1.5681, 2.4492], [1.9613, -3.1511, 2.0904], [2.6900, -1.5584, 2.4216], [3.3573, 0.2056, 1.4615], [4.6180, 1.8781, 0.2255], [5.4461, 1.4095, -2.0521], [5.0088, -0.7997, -3.0756], [3.7463, -2.5101, -1.8133], [-0.9254, 0.5152, 1.8264], [1.8080, 1.9312, -0.6986], [1.3868, 4.6128, -0.7495], [-0.8358, 4.9850, 0.7837]],
  "forces_ev_per_angstrom": [[-0.12, -0.21, -0.07], [-0.06, 0.30, -0.03], [-0.33, 0.09, -0.05], [0.16, -0.04, 0.09], [-0.06, 0.01, -0.05], [-0.04, 0.01, -0.02], [-0.03, 0.06, 0.07], [0.03, -0.07, -0.03], [0.59, 0.24, 0.42], [0.28, 0.15, 0.12], [0.17, -0.49, -0.09], [-0.56, 0.34, 0.31], [0.20, 0.04, -0.35], [0.20, 0.00, -0.26], [-0.09, -0.17, 0.23], [0.09, -0.01, -0.05], [0.06, 0.14, -0.06], [-0.02, 0.00, 0.00], [-0.13, -0.09, 0.20], [-0.02, -0.01, -0.09], [-0.30, 0.40, 0.59], [0.77, -0.42, -0.50], [-0.46, -0.42, 0.42], [-0.41, 0.20, 0.24], [0.51, 0.44, -0.42], [-0.41, -0.22, 0.30], [-0.24, -0.39, -0.42], [0.00, -0.09, -0.03], [-0.05, -0.03, -0.06], [-0.06, 0.05, -0.02], [-0.01, 0.07, 0.04], [0.08, 0.02, 0.03], [0.04, 0.10, -0.04], [-0.09, -0.03, 0.10], [0.09, -0.03, -0.12], [0.02, 0.15, 0.04], [-0.02, -0.09, -0.01], [-0.04, 0.01, 0.05], [0.01, 0.07, 0.05], [0.05, 0.06, -0.04], [0.03, -0.03, -0.08], [-0.03, -0.11, -0.05], [0.11, -0.08, -0.27], [0.17, -0.19, -0.10], [0.07, 0.22, -0.08], [-0.13, 0.05, 0.09]],
  "mulliken_charge": [-0.665, 0.524, 0.443, -0.541, -0.542, -0.394, -0.765, 0.046, 0.241, -0.967, 0.373, -1.237, -0.466, 0.751, -0.195, -0.767, -0.471, -0.434, -0.450, -0.179, 0.751, -0.376, -0.259, -0.718, -0.479, -0.384, -0.379, 0.430, 0.387, 0.388, 0.408, 0.285, 0.397, 0.289, 0.323, 0.491, 0.399, 0.287, 0.398, 0.402, 0.381, 0.415, 0.238, 0.677, 0.463, 0.479],
  "smiles": "O=C(c1ccccc1)N1C[C@@H](COc2ccccc2)O[C@@H](c2ccco2)O1",
  "spin_multiplicity": 1,
  "gap_ha": 0.3436
}

No. 2
{
  "formula": "C21H20AsN12SV",
  "method": "ωB97M-V/def2-TZVPD",
  "symbols": ["V", "N", "C", "C", "C", "C", "C", "C", "C", "C", "C", "C", "C", "C", "N", "C", "C", "C", "C", "N", "H", "H", "H", "H", "H", "H", "H", "H", "H", "H", "N", "C", "N", "N", "N", "N", "C", "N", "N", "N", "N", "H", "C", "As", "C", "C", "S", "H", "H", "H", "H", "H", "H", "H", "H", "H"],
  "positions_angstrom": [[-0.3760, -1.5901, -0.5341], [-2.9340, 8.3483, 0.4786], [-2.6572, 7.2383, 0.3634], [-2.3093, 5.8487, 0.2226], [-2.5213, 5.2019, -0.9923], [-2.1777, 3.8676, -1.1243], [-1.6364, 3.1752, -0.0468], [-1.4338, 3.8250, 1.1672], [-1.7625, 5.1632, 1.3045], [-1.2764, 1.7341, -0.1754], [-0.1889, 1.4290, -1.0184], [0.6779, 2.3493, -1.6542], [1.5561, 1.6157, -2.4318], [1.1962, 0.2669, -2.2595], [0.1690, 0.1451, -1.4201], [-2.0812, 0.8300, 0.5001], [-3.3679, 1.0229, 1.0879], [-3.8648, -0.2167, 1.4202], [-2.8613, -1.1421, 1.0371], [-1.8115, -0.5271, 0.5127], [-2.9507, 5.7471, -1.8219], [-2.3298, 3.3535, -2.0649], [-1.0135, 3.2745, 2.0000], [-1.6016, 5.6779, 2.2418], [0.6408, 3.4227, -1.5476], [2.3458, 1.9931, -3.0622], [1.6271, -0.6102, -2.7209], [-3.8606, 1.9745, 1.2205], [-4.8101, -0.4610, 1.8769], [-1.8861, -2.9066, 1.0596], [-1.1451, -4.7740, -1.3908], [-1.9642, -3.7151, -1.0907], [-3.2774, -4.0206, -0.5378], [-3.7454, -3.3180, 0.3683], [-2.8284, -2.5482, 1.1462], [-1.6498, -2.5214, -1.3598], [0.2367, -4.5446, -1.3195], [1.1232, -5.5154, -1.3177], [2.2969, -4.8877, -1.0995], [2.1129, -3.6200, -0.9722], [0.8019, -3.3411, -1.1218], [-1.4466, -5.7190, -1.2101], [3.8764, -3.3028, 1.5767], [3.1968, -1.5618, 1.1214], [3.9254, -1.0024, -0.5619], [4.0573, -0.3793, 2.3771], [1.1165, -1.2773, 1.4815], [4.8996, -3.1825, 1.9291], [3.8306, -3.9567, 0.7120], [3.2504, -3.7017, 2.3701], [5.0099, -1.0387, -0.4537], [3.6042, 0.0197, -0.7483], [3.5935, -1.6708, -1.3471], [5.1309, -0.5632, 2.3839], [3.6361, -0.5565, 3.3637], [3.8576, 0.6483, 2.0824]],
  "forces_ev_per_angstrom": [[0.61, -0.13, -0.16], [0.03, -0.11, -0.01], [-0.03, 0.10, 0.01], [0.00, 0.06, 0.03], [0.01, -0.03, 0.00], [0.03, 0.04, -0.05], [0.05, -0.10, 0.10], [-0.06, 0.02, 0.01], [0.00, -0.05, -0.02], [0.00, 0.21, -0.09], [-0.04, -0.11, -0.03], [-0.01, 0.01, 0.00], [-0.02, 0.01, -0.02], [-0.07, 0.15, -0.03], [0.02, 0.10, 0.16], [-0.01, -0.16, 0.11], [-0.02, 0.06, 0.00], [0.04, -0.06, -0.04], [-0.01, 0.05, 0.01], [0.25, -0.20, -0.04], [0.00, -0.01, 0.01], [0.00, 0.01, 0.01], [-0.01, 0.02, -0.02], [0.00, 0.00, -0.01], [0.01, -0.04, 0.00], [-0.03, -0.02, 0.00], [0.05, 0.00, 0.00], [0.02, -0.04, -0.01], [0.03, 0.02, -0.02], [0.16, 0.02, 0.00], [0.15, 0.11, 0.38], [-0.12, 0.01, 0.12], [-0.09, 0.18, -0.23], [0.30, -0.02, 0.03], [-0.33, -0.06, -0.03], [-0.52, -0.30, -0.41], [-0.08, 0.05, -0.05], [0.19, 0.09, -0.02], [-0.13, -0.08, -0.01], [-0.12, 0.06, -0.13], [-0.20, 0.09, 0.32], [-0.03, -0.01, 0.03], [-0.01, 0.04, -0.03], [-0.01, 0.01, 0.08], [0.03, 0.04, 0.07], [0.00, -0.03, -0.01], [0.02, 0.03, -0.02], [0.02, -0.02, 0.01], [0.00, 0.00, -0.01], [-0.01, -0.02, 0.06], [0.01, 0.00, -0.06], [-0.02, 0.03, -0.03], [-0.03, -0.06, 0.00], [0.01, 0.01, 0.01], [0.02, -0.01, 0.03], [-0.02, 0.02, 0.00]],
  "mulliken_spin": [2.015, 0.000, 0.000, 0.000, 0.000, -0.001, -0.005, 0.000, 0.000, 0.053, 0.019, 0.028, -0.002, 0.045, -0.095, -0.002, 0.013, -0.009, 0.011, -0.068, 0.000, 0.000, 0.000, 0.000, 0.002, 0.000, -0.005, 0.000, 0.000, 0.005, 0.020, 0.116, -0.015, 0.012, 0.012, -0.166, 0.011, 0.003, 0.004, 0.008, -0.017, -0.002, 0.001, 0.011, 0.001, 0.001, -0.006, 0.000, -0.001, 0.001, 0.000, 0.000, 0.000, 0.000, 0.000, 0.002],
  "s2": 2.04,
  "spin_multiplicity": 3,
  "gap_ha": [0.2458, 0.2449]
}

No. 3
{
  "formula": "C21H20BF32N4O7",
  "method": "ωB97M-V/def2-TZVPD",
  "symbols": ["O", "B", "O", "O", "C", "N", "N", "N", "N", "H", "H", "H", "H", "C", "C", "C", "F", "F", "F", "F", "O", "C", "C", "F", "F", "F", "F", "H", "H", "H", "H", "C", "C", "C", "F", "F", "F", "F", "O", "C", "C", "F", "F", "F", "F", "H", "H", "H", "H", "C", "C", "C", "F", "F", "F", "F", "O", "C", "C", "F", "F", "F", "F", "H", "H", "H", "H", "C", "C", "C", "F", "F", "F", "F", "O", "C", "C", "F", "F", "F", "F", "H", "H", "H", "H"],
  "positions_angstrom": [[1.6344, -1.1543, 2.3498], [0.7252, 0.0133, 2.3111], [0.8905, 1.1859, 1.3828], [-0.4974, 0.0925, 3.1867], [-1.5934, -0.2651, 2.2545], [-1.7934, -1.7306, 1.9268], [-2.8396, -1.7081, 1.0179], [-3.2805, -0.3938, 0.7995], [-2.5776, 0.5867, 1.4837], [1.5692, -1.6379, 1.4523], [1.8831, 1.3180, 1.2377], [-4.0502, -0.1391, 0.1303], [-2.6547, 1.6270, 1.5079], [-0.2143, -2.8991, 6.5206], [-0.6929, -1.4856, 6.8944], [0.0553, -0.3431, 6.2167], [1.3838, -0.3546, 6.4576], [-0.3973, 0.8582, 6.6648], [-0.6798, -1.3612, 8.2504], [-2.0132, -1.3990, 6.5321], [0.7472, -3.5037, 7.3932], [2.0964, -3.0906, 7.1955], [2.6441, -2.2305, 8.3431], [1.8371, -1.1754, 8.6205], [3.8630, -1.7153, 8.0311], [2.1938, -2.4884, 5.9841], [2.8280, -4.2353, 7.0953], [-1.0925, -3.5527, 6.5952], [0.0897, -2.9695, 5.4690], [-0.0961, -0.3668, 5.1330], [2.7438, -2.8204, 9.2577], [-0.0091, -4.2063, -0.7867], [0.8901, -3.1285, -1.4163], [0.2932, -2.4000, -2.6152], [-0.0513, -3.2249, -3.6270], [1.1899, -1.5207, -3.1363], [2.0978, -3.6826, -1.7145], [1.1455, -2.1979, -0.4413], [0.1908, -5.5520, -1.2347], [-0.4313, -5.8824, -2.4731], [0.5686, -6.1021, -3.6171], [1.4249, -5.0584, -3.7542], [-0.0718, -6.2377, -4.8088], [-1.3660, -4.9410, -2.7551], [-1.1260, -7.0324, -2.2485], [0.2467, -4.2379, 0.2799], [-1.0691, -3.9248, -0.8049], [-0.5934, -1.8289, -2.3223], [1.1666, -7.0003, -3.4438], [4.2702, 2.4045, -2.7624], [3.2235, 1.9986, -1.7105], [1.8625, 1.5950, -2.2666], [1.2789, 2.5598, -3.0091], [0.9943, 1.3217, -1.2565], [3.1151, 2.9964, -0.7902], [3.7354, 0.9250, -1.0271], [4.3853, 3.8034, -3.0478], [3.4101, 4.3260, -3.9456], [2.4031, 5.2674, -3.2698], [1.8234, 4.6993, -2.1824], [1.3943, 5.5976, -4.1193], [2.8204, 3.2927, -4.5968], [4.1049, 5.0098, -4.8970], [5.2485, 2.1345, -2.3453], [4.1901, 1.8076, -3.6791], [1.9446, 0.6929, -2.8811], [2.8916, 6.1882, -2.9414], [-2.7057, 4.4582, -2.4277], [-2.7822, 3.1619, -1.6028], [-2.1778, 1.9297, -2.2668], [-2.7352, 1.6362, -3.4610], [-2.3571, 0.8296, -1.4881], [-4.0760, 2.9510, -1.2340], [-2.1010, 3.3882, -0.4338], [-3.8515, 4.7818, -3.2239], [-3.9418, 4.0984, -4.4708], [-5.0788, 3.0680, -4.5194], [-5.0245, 2.1984, -3.4791], [-5.0152, 2.3208, -5.6534], [-2.7286, 3.5683, -4.7650], [-4.1588, 5.0603, -5.4105], [-2.6403, 5.2812, -1.7049], [-1.7760, 4.5280, -3.0056], [-1.1004, 2.0552, -2.4136], [-6.0530, 3.5622, -4.4872]],
  "forces_ev_per_angstrom": [[-3.22, 2.23, -1.59], [2.32, 0.55, -2.18], [1.15, -3.27, 3.29], [-3.09, -0.89, -5.11], [0.28, -1.12, -0.12], [-2.83, 6.32, -1.85], [1.24, 3.85, 1.68], [1.33, -1.02, 0.96], [3.48, -5.75, 2.62], [0.45, 1.14, 1.84], [-1.88, -0.37, -0.11], [1.01, -0.50, 0.74], [-0.25, -0.95, -0.46], [-0.41, -0.96, -0.13], [-0.01, -0.68, 1.27], [0.15, 1.01, -0.23], [-0.49, 0.33, -0.29], [-0.30, -0.23, 0.02], [0.00, 0.16, -0.67], [0.36, 0.18, -0.46], [1.16, 1.36, -0.33], [-1.17, -1.28, -1.20], [0.35, 0.64, 0.82], [0.25, -0.65, 0.15], [-0.33, -0.43, -0.29], [0.61, -0.39, 0.47], [-0.22, 0.76, 0.49], [0.16, 0.26, 0.25], [0.09, 0.28, 0.25], [-0.07, -0.26, 0.37], [-0.06, -0.19, -0.18], [-0.22, -0.53, 0.90], [0.91, -1.56, -0.14], [-0.24, 0.61, -0.93], [0.15, 0.78, 0.45], [0.20, 0.04, 0.35], [-0.63, 0.55, 0.07], [-0.37, 0.50, -0.01], [-0.35, 0.69, -1.55], [-1.03, 0.11, 1.74], [0.68, -0.20, -0.90], [-0.11, -0.60, 0.24], [-0.19, 0.03, 0.66], [0.08, -0.78, -0.23], [0.78, 0.51, -0.40], [0.21, -0.04, -0.29], [0.25, 0.04, -0.29], [-0.01, -0.07, 0.17], [-0.19, -0.02, 0.20], [1.05, -0.11, -0.21], [0.80, 0.92, 0.31], [-0.49, -0.68, -0.28], [-0.25, -0.49, 0.29], [0.08, -0.05, 0.20], [-0.25, -0.42, -0.13], [-0.46, -0.07, -0.38], [-1.82, 0.10, -0.47], [1.83, -1.26, -0.59], [-0.50, 0.72, 0.33], [0.32, 0.39, -0.15], [0.44, -0.30, -0.07], [0.03, 0.86, -0.18], [-0.66, 0.02, 0.83], [-0.31, 0.19, 0.14], [-0.27, 0.16, 0.25], [0.20, 0.08, 0.06], [0.18, -0.12, -0.14], [0.16, 1.09, 0.03], [-0.92, 0.82, -0.25], [0.68, -0.24, -0.86], [0.45, -0.24, 0.79], [-0.21, -0.32, 0.69], [0.35, -0.34, 0.14], [0.25, -0.40, -0.12], [0.17, -1.63, -0.75], [1.38, 1.69, 0.28], [-0.81, -0.59, -0.33], [-0.27, 0.40, -0.12], [0.30, 0.54, 0.29], [-0.71, 0.19, -0.45], [-0.35, -0.83, 0.60], [-0.22, -0.30, -0.03], [-0.22, -0.32, 0.09], [-0.11, 0.18, 0.13], [0.17, 0.20, -0.02]],
  "mulliken_charge": [-0.510, 0.643, -0.337, -0.377, 0.188, 0.022, -0.306, 0.249, 0.110, 0.394, 0.281, 0.267, 0.324, -0.715, 0.799, 1.298, -0.206, -0.305, -0.283, -0.322, -0.406, 0.747, 0.204, -0.200, -0.255, -0.272, -0.296, 0.439, 0.333, -0.652, 0.252, -0.815, 0.696, 0.238, -0.202, -0.247, -0.296, -0.213, -0.423, 0.714, 0.218, -0.188, -0.251, -0.271, -0.290, 0.425, 0.421, 0.135, 0.247, -0.861, 0.927, 0.038, -0.343, -0.019, -0.288, -0.312, -0.408, 0.713, 0.209, -0.164, -0.259, -0.244, -0.289, 0.457, 0.388, 0.245, 0.237, -0.932, 0.973, 0.687, -0.217, -0.132, -0.328, -0.319, -0.415, 0.752, 0.182, -0.185, -0.251, -0.259, -0.288, 0.462, 0.471, -0.489, 0.251],
  "total_charge": 1,
  "spin_multiplicity": 1,
  "gap_ha": 0.2860
}

No. 4
{
  "formula": "C21H20BaClN4PS",
  "method": "ωB97M-V/def2-TZVPD",
  "symbols": ["Ba", "C", "C", "N", "N", "C", "S", "N", "N", "H", "H", "H", "H", "H", "H", "Cl", "C", "C", "C", "C", "C", "C", "P", "C", "C", "C", "C", "C", "C", "C", "C", "C", "C", "C", "C", "H", "H", "H", "H", "H", "H", "H", "H", "H", "H", "H", "H", "H", "H"],
  "positions_angstrom": [[-1.7711, -0.2208, -0.7213], [-6.0874, 3.3885, -3.4421], [-4.6147, 3.3342, -3.5880], [-3.8859, 4.0835, -4.3461], [-2.6081, 3.6535, -4.1327], [-2.5122, 2.6603, -3.2604], [-1.0741, 1.8882, -2.7602], [-3.8086, 2.4400, -2.8984], [-4.2200, 1.4721, -1.9735], [-6.4669, 4.1761, -4.0880], [-6.3739, 3.6156, -2.4142], [-6.5529, 2.4475, -3.7383], [-1.8392, 4.0891, -4.6199], [-4.8680, 0.8463, -2.4455], [-4.7263, 1.9497, -1.2320], [-0.7942, 1.4798, 1.6973], [0.2224, 0.7339, 2.9473], [0.3336, 1.4246, 4.1320], [1.1601, 0.9103, 5.1272], [1.8584, -0.2641, 4.9079], [1.7324, -0.9388, 3.6971], [0.9120, -0.4495, 2.6894], [0.6215, -1.3881, 1.1506], [1.4073, -0.4262, -0.1832], [2.1244, 0.7560, -0.0140], [2.6300, 1.4301, -1.1170], [2.4211, 0.9360, -2.3986], [1.7073, -0.2386, -2.5858], [1.1947, -0.9115, -1.4833], [1.6290, -2.8806, 1.2778], [2.9888, -2.8829, 0.9674], [3.7288, -4.0449, 1.1161], [3.1172, -5.2023, 1.5798], [1.7644, -5.2076, 1.8924], [1.0203, -4.0495, 1.7370], [-0.2094, 2.3473, 4.2828], [1.2513, 1.4378, 6.0659], [2.5042, -0.6617, 5.6782], [2.2780, -1.8603, 3.5406], [2.2994, 1.1432, 0.9826], [3.1955, 2.3412, -0.9767], [2.8264, 1.4608, -3.2529], [1.5647, -0.6361, -3.5819], [0.7103, -1.8809, -1.6225], [3.4701, -1.9814, 0.6075], [4.7826, -4.0493, 0.8737], [3.6988, -6.1069, 1.6962], [1.2946, -6.1130, 2.2506], [-0.0367, -4.0508, 1.9790]],
  "forces_ev_per_angstrom": [[0.16, -0.01, -0.02], [0.01, 0.08, -0.06], [-0.16, 0.09, -0.06], [-0.01, -0.09, 0.05], [-0.07, 0.08, -0.05], [0.34, -0.30, 0.24], [-0.32, 0.15, -0.11], [0.19, -0.07, 0.04], [0.20, 0.04, -0.05], [0.00, 0.00, 0.01], [-0.01, 0.00, 0.00], [0.01, -0.01, 0.00], [-0.01, 0.00, 0.00], [-0.07, 0.02, 0.03], [-0.07, -0.04, 0.00], [-0.08, 0.01, 0.09], [0.20, -0.09, 0.01], [0.00, 0.10, 0.14], [-0.06, 0.01, -0.12], [-0.02, -0.05, -0.09], [0.12, 0.02, 0.26], [-0.17, 0.02, -0.37], [-0.15, -0.04, 0.12], [0.00, 0.07, -0.07], [-0.07, -0.03, 0.08], [-0.02, -0.03, -0.11], [0.07, 0.10, 0.03], [-0.05, -0.08, 0.02], [0.07, -0.01, -0.01], [-0.02, -0.05, 0.04], [0.02, 0.04, -0.03], [-0.03, 0.00, 0.01], [-0.01, -0.04, 0.02], [0.09, 0.01, -0.02], [-0.09, 0.07, -0.01], [0.00, 0.00, 0.00], [0.00, 0.01, 0.01], [0.01, -0.01, 0.00], [-0.02, 0.00, -0.02], [0.01, 0.00, 0.00], [0.01, 0.00, 0.01], [-0.01, 0.01, 0.00], [0.00, -0.01, 0.00], [0.00, 0.02, -0.01], [0.00, 0.00, 0.01], [0.01, 0.01, -0.01], [0.00, 0.00, 0.00], [-0.02, 0.00, 0.01], [0.01, -0.01, 0.00]],
  "mulliken_charge": [1.554, -1.272, 0.900, -0.656, 0.259, 0.139, -0.398, 0.441, -0.907, 0.342, 0.344, 0.343, 0.168, 0.285, 0.281, -0.223, 0.916, -0.763, -0.479, -0.861, -0.313, 0.064, 0.405, 0.299, -0.481, -0.630, -0.546, -0.768, -0.392, -0.124, 0.120, -0.742, -0.457, -0.656, -0.317, 0.439, 0.410, 0.424, 0.371, 0.510, 0.463, 0.445, 0.450, 0.585, 0.411, 0.427, 0.417, 0.420, 0.355],
  "total_charge": 2,
  "spin_multiplicity": 1,
  "gap_ha": 0.2837
}